No. 1
Here is a structure of composition C28H31F5NO7P2Ti from the Open Molecules 2025 dataset. Energies are from the ωB97M-V functional and the def2-TZVPD basis.

Geometry as XYZ:
```
75
Properties=species:S:1:pos:R:3
Ti 0.348 -0.564 0.527
O 3.567 0.819 -0.589
C 2.426 1.191 -0.639
O 1.386 0.350 -0.762
C 1.958 2.624 -0.475
P 0.526 2.515 0.661
C -0.965 2.259 -0.322
C -0.898 1.940 -1.620
C -1.744 0.976 -2.315
C -2.481 0.046 -1.703
C -2.804 -0.022 -0.238
C -1.966 1.753 0.673
C 0.424 4.062 1.583
C 0.178 4.010 2.952
C 0.060 5.183 3.684
C 0.197 6.408 3.051
C 0.446 6.468 1.684
C 0.554 5.300 0.950
H 1.713 3.042 -1.454
H 2.749 3.230 -0.036
H -0.045 2.282 -2.194
H -1.689 0.961 -3.396
H -3.048 -0.635 -2.327
H -3.465 -0.862 -0.034
H -1.926 2.334 1.597
H 0.077 3.052 3.450
H -0.134 5.138 4.747
H 0.108 7.323 3.622
H 0.548 7.426 1.192
H 0.735 5.355 -0.117
N 2.061 -0.323 1.917
C 2.169 -1.439 2.877
C 1.014 -2.410 2.675
O 0.835 -3.413 3.288
O 0.214 -2.001 1.673
H 2.896 -0.255 1.334
H 1.960 0.566 2.398
H 2.152 -1.081 3.905
H 3.103 -1.981 2.734
C 3.518 -5.192 -0.524
C 2.181 -5.061 0.162
O 1.276 -4.153 -0.527
P 1.707 -2.657 -0.863
O 0.133 -2.016 -0.975
C -1.011 -2.845 -1.426
C -1.825 -3.370 -0.274
O 2.109 -2.796 -2.396
C 2.815 -1.695 -3.046
C 3.742 -2.278 -4.079
H 4.123 -5.918 0.020
H 4.071 -4.250 -0.531
H 3.403 -5.536 -1.551
H 2.272 -4.720 1.195
H 1.646 -6.008 0.167
H -0.577 -3.644 -2.023
H -1.572 -2.186 -2.080
H -1.253 -4.055 0.344
H -2.689 -3.900 -0.680
H -2.198 -2.568 0.365
H 3.353 -1.125 -2.287
H 2.056 -1.053 -3.495
H 4.496 -2.911 -3.613
H 4.254 -1.475 -4.610
H 3.188 -2.870 -4.807
F -0.871 -0.107 3.040
C -1.999 -0.088 2.257
C -1.670 0.213 0.838
C -3.367 1.377 0.186
F -3.862 2.178 -0.800
C -4.476 1.168 1.195
F -5.677 1.498 0.729
C -4.395 0.491 2.339
F -5.496 0.210 3.036
C -3.147 0.028 2.920
F -3.159 -0.090 4.250
```

Calculated values
- F_max: 0.38 eV/Å
- ΔE to the lowest compared entry with this formula, charge and spin: 73.62 kcal/mol
- E: -3698.33060 Ha
- LUMO energy: -4.1 eV
- Total charge: +1

Atomic partial charges in e from the Mulliken method, atoms 1 to 8: -0.19, -0.62, 0.03, 0.30, -1.06, 0.88, 0.26, -0.24

No. 2
Here is a cluster of 2 separate species, C4H10OSi2 in total in a non-equilibrium geometry from the Open Molecules 2025 dataset. Energies are from the ωB97M-V functional and the def2-TZVPD basis.

Geometry as XYZ:
```
17
Properties=species:S:1:pos:R:3
C 0.643 3.736 0.356
C 0.328 3.303 -0.870
Si -0.176 1.586 -1.556
O -1.553 1.012 -1.718
C 1.432 0.675 -2.046
C 2.395 0.773 -2.858
H 0.864 4.811 0.604
H 0.736 2.949 1.079
H 0.218 4.143 -1.616
H 1.383 -0.160 -1.278
H 3.099 -0.046 -2.968
H 2.378 1.401 -3.740
Si -2.483 -2.973 0.800
H -3.624 -2.261 1.343
H -1.503 -2.009 0.403
H -3.005 -3.992 -0.238
H -1.931 -3.889 1.848
```

Calculated values
- F_max: 6.76 eV/Å
- ΔE to the lowest compared entry with this formula, charge and spin: 62.54 kcal/mol
- Structure (SMILES): C=C[Si](=O)C=C.[SiH4]
- E: -812.51356 Ha
- LUMO energy: 0.1 eV

Atomic partial charges in e from the natural (NBO) method, atoms 1 to 8: -0.33, -0.72, 1.98, -1.14, -0.68, -0.34, 0.21, 0.19